Arrangement P

C3H5N | the ωB97M-V functional and the def2-TZVPD basis

Properties
Lowest unoccupied orbital energy (alpha / beta) in eV: 0.658 / -2.764
M in g/mol: 55.080
HOMO-LUMO gap (alpha / beta) in eV: 7.76 / 9.25

Structure (ORCA input):
```
! wB97M-V def2-TZVPD RIJCOSX def2/J DEFGRID3
* xyz 0 3
C 0.87 -0.20 -1.26
H 1.30 -1.13 -0.81
H 0.12 -0.48 -1.89
H -0.88 0.97 -0.09
H -0.99 -0.60 0.07
N -0.88 0.21 3.06
C -0.40 0.24 0.40
C -0.51 0.33 1.98
H 1.35 0.66 -1.47
*
```



Arrangement Q

C3H5N | the ωB97M-V functional and the def2-TZVPD basis

Properties
Lowest unoccupied orbital energy (alpha / beta) in eV: 1.072 / -2.345
M in g/mol: 55.080
HOMO-LUMO gap (alpha / beta) in eV: 6.49 / 7.78

Structure (ORCA input):
```
! wB97M-V def2-TZVPD RIJCOSX def2/J DEFGRID3
* xyz 0 3
C -1.13 0.42 0.78
H 1.67 0.32 -1.39
H 1.05 -1.32 -1.00
C 1.13 -0.33 -0.57
H -1.51 -0.51 1.49
N -1.37 0.29 -0.67
H 1.89 -0.43 0.41
C -0.21 0.04 -0.27
H -1.52 1.53 1.22
*
```



How do the energies compare? Relative to the most stable structure, in kcal/mol: arrangement P 0.0; arrangement Q 7.6.